No. 1
13
Properties=species:S:1:pos:R:3:forces:R:3:nbo_charge:R:1 method="wB97M-V/def2-TZVPD" total_energy_ev=-77553.0710 homo_ev=-15.602 max_force_ev_per_a=3.0 relative_energy_kj_mol=120.7 lumo_energy_ha=-0.3905 orbital_gap_ha=0.1829 charge=+2 spin_multiplicity=1
Lu -2.8993 -0.8674 2.3148 1.583 1.824 -1.862 2.297
N -0.6164 -0.2524 0.2196 0.238 -1.045 -0.261 -1.252
S -1.2716 1.2135 0.4822 0.136 0.133 -0.778 1.367
O -2.0442 1.1188 1.8338 -0.871 -2.221 0.885 -1.101
S -1.9542 -1.4387 0.0207 -0.417 0.534 1.232 -0.261
O 1.0098 -2.9884 -2.3779 -0.405 0.845 0.780 -0.720
C 0.2918 2.0613 1.0604 0.596 0.970 0.380 0.822
F 1.1858 2.0436 0.0834 -0.209 -0.299 -0.204 -0.289
F 0.7885 1.4685 2.1257 -0.175 -0.298 0.035 -0.281
F -0.0116 3.3154 1.3528 -0.230 -0.434 -0.132 -0.269
Mg 0.9068 -1.4738 -1.1873 -0.090 -0.465 -0.484 1.828
O 2.2956 -2.2355 -2.5007 -0.218 0.623 0.617 -0.642
H 2.3192 -1.9650 -3.4276 0.062 -0.168 -0.207 0.502



No. 2
74
Properties=species:S:1:pos:R:3:forces:R:3:lowdin_charge:R:1 method="wB97M-V/def2-TZVPD" total_energy_ev=-77781.0178 homo_ev="-13.020 / -13.066" max_force_ev_per_a=6.3 relative_energy_kj_mol=171.2 lumo_energy_ha="-0.2730 / -0.3032" orbital_gap_ha="0.2055 / 0.1770" charge=+2 spin_multiplicity=5
Pd 0.6243 6.6782 0.6885 -0.068 -1.892 6.029 1.077
C 0.0453 -0.7265 2.0841 0.000 0.071 0.183 -0.151
C -1.2968 -0.2777 2.0247 0.060 -0.195 -0.095 -0.160
C -0.9698 -1.7635 0.2970 -0.051 -0.283 -0.134 -0.117
C 0.2662 -1.6352 1.0062 -0.360 0.072 0.087 -0.132
C -1.9255 -0.9013 0.9136 0.337 -0.059 0.278 -0.152
C 1.0363 -0.3654 3.1305 0.171 -0.002 -0.062 -0.004
H 0.8512 0.6363 3.5251 0.021 -0.112 0.024 0.078
H 2.0621 -0.4060 2.7417 -0.255 -0.027 0.115 0.083
H 0.9776 -1.0710 3.9749 0.012 0.158 -0.192 0.119
C 1.5054 -2.3490 0.6914 0.673 0.033 -0.173 0.017
H 2.3829 -1.8282 1.1047 -0.284 -0.238 -0.088 0.087
H 1.6337 -2.4451 -0.3961 -0.106 -0.066 0.196 0.090
H 1.4949 -3.3671 1.1146 -0.050 0.191 -0.093 0.126
C -1.2115 -2.6694 -0.8253 -0.076 0.142 -0.251 0.011
H -1.2606 -3.7161 -0.4853 0.110 0.162 -0.048 0.128
H -0.3731 -2.5920 -1.5756 -0.465 -0.155 0.503 0.066
H -2.1527 -2.4238 -1.3205 0.028 -0.173 0.043 0.088
C -3.3349 -0.7521 0.5013 -0.316 0.211 -0.249 -0.007
H -3.9586 -1.5467 0.9393 0.138 0.153 -0.094 0.121
H -3.4369 -0.8231 -0.5902 -0.003 -0.043 0.288 0.093
H -3.7491 0.2099 0.8259 0.023 -0.238 -0.018 0.080
C -1.9421 0.6521 2.9819 -0.180 0.293 0.003 -0.005
H -2.3613 0.1211 3.8501 0.105 0.082 -0.211 0.116
H -2.7659 1.1952 2.4992 0.169 -0.129 0.213 0.082
H -1.2190 1.3802 3.3622 -0.131 -0.086 0.029 0.079
C 1.9690 7.1277 -0.6084 0.470 2.124 -2.784 -0.247
C 0.9715 8.1940 -0.4791 1.859 1.172 -1.589 -0.213
C -0.2443 8.3706 -1.3806 -0.354 0.328 0.427 -0.153
C -1.3714 7.3236 -1.0999 0.076 1.690 -0.100 -0.152
C -0.8130 6.1060 -0.3879 -2.256 -0.432 -1.336 -0.336
C -0.1974 5.2828 -1.3444 -0.995 -1.473 -1.903 -0.211
C 0.7696 5.6860 -2.3618 1.333 0.789 -0.866 -0.203
C 2.1218 6.2746 -1.8501 -0.879 -0.984 1.003 -0.135
H 0.0822 8.3974 -2.4143 -0.036 -0.062 -0.246 0.117
H -1.8693 7.0763 -2.0411 0.033 -0.304 0.092 0.134
H -0.6688 9.3569 -1.1726 0.129 -0.114 -0.126 0.126
H 2.6011 6.8271 -2.6409 0.188 0.397 -0.272 0.134
H 2.9135 7.3195 -0.0839 -0.242 -0.123 0.123 0.128
H 1.3956 9.1254 -0.0369 -0.721 -0.773 0.157 0.135
H 2.7882 5.4416 -1.6053 0.032 0.064 -0.054 0.107
H 1.0126 4.8501 -3.0379 -0.202 0.224 0.208 0.107
H -1.0168 4.6374 -1.8928 1.210 0.305 1.187 0.107
H 0.2992 6.4376 -3.0218 -0.027 -0.207 0.117 0.134
H -2.1360 7.8015 -0.4934 -0.021 0.010 0.182 0.122
H -1.5816 5.5044 0.1790 0.698 0.854 0.131 0.146
P 1.7066 1.3979 -0.3062 0.315 -0.792 0.404 0.869
C 3.4780 1.1138 -0.6820 -0.191 -0.032 -0.536 -0.267
C 1.9297 2.6287 1.0529 -0.637 0.213 0.103 -0.296
P -0.4170 2.6983 -2.1301 0.491 -1.695 -0.196 0.995
C 1.3582 2.4617 -1.8037 0.193 0.551 -0.213 -0.479
C -1.3333 2.1911 -0.6641 -0.825 0.458 0.259 -0.226
C -1.0848 2.1123 -3.6802 -0.738 -0.233 -0.478 -0.208
H 3.5172 0.4844 -1.5882 0.177 0.255 0.434 -0.015
H 3.9376 0.5738 0.1494 0.008 0.070 -0.105 0.049
H 4.0088 2.0600 -0.8623 -0.008 -0.277 0.069 0.056
H 0.9665 2.7528 1.5896 0.471 0.071 -0.178 0.020
H 2.2558 3.5902 0.6530 0.191 0.207 0.196 0.012
H 2.6672 2.2466 1.7749 -0.203 0.151 -0.281 0.050
H -0.7916 2.7470 -4.5173 0.222 0.102 0.141 0.062
H -2.1859 2.1317 -3.6537 0.312 0.072 0.226 0.071
H -0.7705 1.0946 -3.9044 0.258 -0.160 0.244 0.035
H 1.8511 1.9791 -2.6817 -0.602 0.290 0.496 0.021
H 1.8186 3.4535 -1.6381 -0.137 -0.361 -0.094 0.028
H -1.0385 1.1899 -0.3509 0.220 -0.071 -0.102 0.016
H -2.4232 2.1954 -0.8347 0.406 0.048 -0.138 0.074
H -1.1348 2.9061 0.1623 0.076 -0.406 -0.428 0.053
Cl 2.0051 0.6207 -4.8409 0.175 0.063 -0.119 0.618
C 2.1363 -0.9839 -4.0939 -0.609 -0.757 0.047 -0.967
Cl 3.7598 -1.2904 -3.4376 -0.047 0.091 -0.254 0.636
C 1.1091 -1.1971 -2.9294 -0.078 -0.066 -0.071 -0.758
O 0.9276 -2.4013 -2.6855 0.345 0.528 -0.208 -0.036
O 0.5971 -0.1891 -2.3709 0.079 -0.265 -0.271 -0.154
H 1.9206 -1.7464 -4.8675 0.337 0.588 0.423 0.082



No. 3
93
Properties=species:S:1:pos:R:3:forces:R:3:lowdin_charge:R:1 method="wB97M-V/def2-TZVPD" total_energy_ev=-108328.1435 homo_ev=-12.043 max_force_ev_per_a=11.2 relative_energy_kj_mol=295.0 lumo_energy_ha=-0.2190 orbital_gap_ha=0.2236 charge=+1 spin_multiplicity=1
Y -1.2934 -1.2745 2.7155 0.921 4.338 1.777 1.960
C 0.7354 0.4003 4.3429 -2.022 1.238 -1.933 -0.297
O 0.9053 -0.3985 3.1184 1.467 -0.694 0.413 -0.250
O -0.6644 0.4062 4.3735 0.662 -1.949 -0.183 -0.256
C 1.4941 -0.0562 5.6530 -0.607 -1.243 2.959 -0.499
F 2.0502 0.8772 6.4716 -1.037 0.417 -1.756 0.155
F 0.5899 -0.6994 6.4438 -0.555 0.397 -0.404 0.110
F 2.4563 -0.9643 5.5565 0.750 -0.428 -1.794 0.156
C 2.2369 -0.3399 2.5275 1.109 -0.654 0.253 -0.223
C 2.5656 -1.7139 2.1175 -0.221 -1.732 -0.372 -0.064
H 1.7644 -2.1619 1.5297 0.151 -0.056 -0.464 0.051
H 3.5094 -1.7914 1.5778 -0.117 0.049 -0.116 0.100
H 2.6472 -2.3319 3.0117 0.150 -0.097 0.047 0.093
H 3.0248 -0.2017 3.2679 -0.584 1.036 0.539 0.135
H 2.4122 0.3639 1.7139 -0.992 0.417 0.168 0.120
H 1.1356 1.3542 3.9992 0.068 0.482 0.640 0.157
N -0.5982 -1.1219 0.5909 0.799 -3.626 -3.200 -0.420
S -0.3091 0.1113 -0.3069 0.265 11.054 -1.868 0.491
O -1.4648 0.6677 -1.0522 2.337 -2.911 0.584 -0.247
O 1.0485 0.4774 -0.7640 -2.826 -2.611 0.556 -0.226
F -0.3998 1.1307 0.9104 0.063 -0.037 1.381 -0.198
S -0.3130 -2.2382 -0.7527 -0.326 -6.979 -1.783 0.648
O 1.0371 -2.3848 -1.2480 -1.707 1.500 1.505 -0.206
O -1.3731 -2.5325 -1.7228 1.372 2.216 2.420 -0.236
F -0.4813 -3.5526 0.2239 0.067 1.414 0.143 -0.215
O 3.5217 -4.3978 -2.9131 2.370 2.401 -2.240 0.029
C 4.3463 -3.6308 -3.4936 -1.082 -3.101 3.674 -0.491
O 4.0385 -2.5842 -4.1898 -0.131 1.419 -0.965 0.017
C 2.7203 -2.0784 -4.3436 -1.554 2.678 -0.863 -0.174
C 2.6887 -0.5014 -4.1104 0.530 -0.734 0.531 -0.046
C 5.8626 -3.6865 -3.1145 -0.937 -0.705 -1.176 0.024
H 1.9241 -2.5452 -3.7638 0.639 -0.409 0.211 0.100
H 2.4228 -2.0827 -5.3922 0.312 -0.993 -0.137 0.117
H 2.7739 -0.2644 -3.0499 0.384 0.092 0.012 0.045
H 1.8048 0.0487 -4.4333 -0.613 -0.851 -0.119 0.072
H 3.4415 0.0131 -4.7076 0.526 -0.324 0.307 0.075
H 6.2687 -4.6896 -3.2451 -0.585 -0.331 0.658 0.080
H 5.8155 -3.3791 -2.0698 0.648 -0.026 -0.090 0.082
H 6.5647 -3.1579 -3.7593 -0.537 0.917 0.252 0.078
O -2.8824 0.3301 2.0517 -0.140 0.105 1.887 -0.100
C -3.6805 1.3223 2.0021 0.625 -0.839 1.681 -0.435
O -4.0686 2.1680 2.9543 0.835 -1.365 -1.473 0.054
C -3.5396 2.1125 4.2770 2.765 -0.266 0.679 -0.145
C -2.2661 3.0471 4.4853 -1.864 -0.026 0.685 -0.025
C -4.2574 1.6458 0.7473 -0.361 0.470 -2.441 0.047
H -3.0925 1.1284 4.4176 -0.599 -0.314 0.218 0.083
H -4.3706 2.3044 4.9557 0.266 0.064 -0.125 0.137
H -1.6907 2.6736 5.3323 -0.091 -0.323 -0.135 0.076
H -2.6484 4.0070 4.8324 0.334 0.341 -0.545 0.077
H -1.5894 3.1059 3.6328 -0.321 0.002 -0.096 0.068
H -5.3062 1.3708 0.6351 -0.222 0.545 0.476 0.132
H -3.7764 1.1129 -0.0729 0.341 0.096 0.204 0.086
H -4.0486 2.7123 0.6643 -0.711 0.163 -0.564 0.135
C 0.4329 5.6748 1.7750 0.598 1.147 -1.070 -0.104
C 0.6357 4.2529 1.3883 -0.485 -0.443 -1.970 -0.155
O 1.1686 3.7476 2.5574 -0.122 -3.224 2.510 0.037
C 1.9037 4.6643 3.1575 3.519 1.232 2.605 -0.522
O 2.7999 4.5195 4.0250 -3.774 0.034 -3.225 0.103
O 1.5610 5.8480 2.6122 0.648 0.791 1.176 0.074
H -0.4880 5.9110 2.3081 -0.076 -0.384 0.206 0.136
H 0.5247 6.3975 0.9642 0.006 -0.175 -0.079 0.144
H 1.4310 3.9702 0.6985 -0.134 1.151 -0.917 0.126
H -0.2616 3.7608 1.0132 -0.146 -0.262 0.695 0.124
C -5.0945 0.2913 -3.1375 3.250 -1.400 0.269 -0.142
C -3.8017 0.9742 -3.6420 -1.645 0.140 -2.402 -0.122
O -3.9822 2.3359 -3.2361 0.087 0.306 1.414 0.034
C -5.2705 2.5289 -2.6980 0.903 2.719 -3.055 -0.502
O -5.7994 3.6309 -2.6115 1.559 -3.260 0.850 0.146
O -5.8413 1.3446 -2.6624 -2.790 -0.419 1.247 0.078
H -4.7436 -0.3937 -2.3656 -0.644 0.098 0.785 0.114
H -5.5219 -0.3826 -3.8799 -0.734 0.798 -0.165 0.135
H -3.8882 0.9810 -4.7285 -0.029 0.356 -0.309 0.122
H -2.8557 0.4400 -3.5546 0.121 0.629 1.441 0.120
C 4.6348 0.8011 -0.5394 1.730 -0.612 -0.200 -0.103
C 5.6150 1.0715 0.5875 0.275 -0.518 -0.411 -0.101
O 5.2046 2.3690 0.8967 2.848 0.444 5.611 0.118
C 4.4454 2.9392 0.0702 -4.041 3.641 -0.536 -0.614
O 3.8155 4.0013 0.2125 2.151 -2.536 -0.375 0.118
O 4.2806 2.1211 -0.9331 -1.273 -1.576 -2.980 0.096
H 3.7903 0.2076 -0.1890 -0.271 0.231 -0.364 0.107
H 5.2365 0.2817 -1.2853 -0.832 0.059 -0.624 0.139
H 6.6815 1.0704 0.3620 -0.060 0.283 -0.673 0.139
H 5.5749 0.3318 1.3871 -0.669 0.517 0.532 0.129
C -4.5403 -4.7676 -3.8305 1.384 -0.516 0.876 -0.089
C -3.1751 -5.1932 -3.1159 -0.476 1.038 -1.943 -0.111
O -3.5751 -5.9451 -1.9596 -1.931 0.517 -1.063 0.032
C -4.9300 -6.3221 -2.2178 -0.285 -3.076 2.925 -0.486
O -5.5939 -7.0913 -1.5035 2.581 2.976 -2.271 0.119
O -5.3196 -5.8459 -3.3781 -1.771 -0.001 -0.138 0.057
H -4.6454 -4.7478 -4.9152 0.760 -0.237 0.049 0.134
H -4.9296 -3.8100 -3.4847 -0.090 -0.034 0.428 0.116
H -2.5658 -4.3048 -2.9501 -0.113 -0.205 0.868 0.093
H -2.6059 -5.7940 -3.8251 -0.041 -0.459 0.262 0.127



No. 4
12
Properties=species:S:1:pos:R:3:forces:R:3:nbo_charge:R:1 method="wB97M-V/def2-TZVPD" total_energy_ev=-9808.1381 homo_ev=-9.415 smiles="C1=COCON=C1" max_force_ev_per_a=6.2 relative_energy_kj_mol=596.0 lumo_energy_ha=0.0275 orbital_gap_ha=0.3735 charge=0 spin_multiplicity=1
C -0.0750 1.5433 0.1578 -0.228 -1.639 -1.968 -0.384
C 1.1433 0.9371 0.0245 -2.436 -1.805 0.108 0.195
O 1.5976 -0.3686 -0.2018 -3.143 1.361 -1.130 -0.497
C 0.3627 -1.2067 -0.4079 4.393 -1.406 4.209 0.159
O -0.3287 -0.8747 0.8871 -2.761 -1.293 -5.209 -0.441
N -1.6334 -0.4921 -0.0018 1.739 -0.246 2.633 -0.120
C -1.2984 0.6536 -0.3766 -0.640 3.354 1.056 0.040
H -0.1056 2.6565 0.4822 -0.300 -2.260 -0.991 0.261
H 1.9363 1.4429 0.3299 3.527 2.518 1.111 0.174
H 0.7731 -2.2358 -0.1655 -0.653 0.968 -1.207 0.200
H -0.0394 -1.0258 -1.4298 0.029 -0.282 1.296 0.202
H -2.0783 0.9895 -1.0738 0.471 0.731 0.092 0.212



No. 5
58
Properties=species:S:1:pos:R:3:forces:R:3:nbo_charge:R:1 method="wB97M-V/def2-TZVPD" total_energy_ev=-51846.8458 homo_ev=-8.572 smiles="COc1cccc(CN(CC(=O)NCc2ccco2)C(=O)CNS(=O)(=O)c2ccccc2)c1" max_force_ev_per_a=1.0 relative_energy_kj_mol=142.8 lumo_energy_ha=0.0178 orbital_gap_ha=0.3328 charge=0 spin_multiplicity=1
C -5.1146 -2.4493 -0.5246 0.184 -0.235 -0.063 -0.267
O -5.8882 -1.2682 -0.4704 -0.197 0.305 0.032 -0.489
C -5.2746 -0.1182 -0.1062 0.013 0.224 0.016 0.329
C -6.0034 1.0602 -0.2859 0.013 -0.240 -0.017 -0.254
C -5.4404 2.2789 0.0265 0.006 -0.020 -0.039 -0.187
C -4.1429 2.3514 0.5096 0.163 -0.050 0.056 -0.267
C -3.4173 1.1869 0.7100 -0.148 0.163 0.158 0.071
C -1.9939 1.2533 1.2021 -0.060 -0.046 0.270 -0.253
N -1.0568 1.4181 0.0940 -0.213 -0.120 -0.263 -0.438
C -1.3851 0.8027 -1.1759 -0.036 0.015 -0.468 -0.333
C -1.4288 -0.7289 -1.1342 -0.020 0.462 0.076 0.679
O -2.1522 -1.3651 -1.8777 -0.132 -0.127 -0.300 -0.649
N -0.6191 -1.2907 -0.2260 0.316 -0.161 0.300 -0.645
C -0.4576 -2.7321 -0.1156 0.054 -0.007 -0.264 -0.265
C 0.9152 -3.0413 0.3707 -0.401 -0.395 0.804 0.265
C 1.3672 -3.4970 1.5732 -0.363 0.121 -0.590 -0.288
C 2.7800 -3.5155 1.4851 0.293 0.158 -0.445 -0.307
C 3.0801 -3.0634 0.2401 0.484 -0.262 0.730 0.090
O 1.9606 -2.7783 -0.4444 -0.354 0.128 -0.457 -0.413
C 0.1645 1.9608 0.2345 -0.059 0.441 -0.174 0.687
O 0.9344 2.1103 -0.7051 -0.195 0.244 0.070 -0.661
C 0.6384 2.3644 1.6312 -0.176 -0.236 -0.047 -0.331
N 2.0807 2.2529 1.6811 0.372 -0.669 -0.169 -0.815
S 2.6227 0.7067 1.2417 0.628 0.066 0.516 2.303
O 1.4634 -0.1542 1.2755 0.033 0.200 -0.154 -0.986
O 3.6996 0.3800 2.1244 0.175 0.201 -0.171 -0.914
C 3.3016 0.8127 -0.4086 -0.134 -0.026 0.469 -0.329
C 2.7359 0.1253 -1.4617 -0.102 -0.109 -0.035 -0.100
C 3.3055 0.2387 -2.7194 -0.003 -0.058 0.092 -0.227
C 4.4258 1.0323 -2.9046 0.030 0.021 -0.016 -0.186
C 4.9899 1.7097 -1.8346 -0.015 0.064 0.036 -0.212
C 4.4248 1.5991 -0.5753 0.119 0.024 0.060 -0.192
C -3.9907 -0.0448 0.4228 -0.118 -0.153 0.029 -0.334
H -4.2107 -2.3039 -1.1233 -0.047 -0.004 0.055 0.215
H -4.8451 -2.7950 0.4790 -0.007 0.015 -0.021 0.167
H -5.7514 -3.1940 -0.9989 0.057 0.008 0.060 0.199
H -7.0042 0.9895 -0.6808 -0.127 -0.013 -0.053 0.226
H -6.0102 3.1841 -0.1195 -0.068 0.073 -0.017 0.216
H -3.6967 3.3098 0.7285 0.061 0.121 0.042 0.207
H -1.7496 0.3389 1.7574 -0.054 0.096 0.032 0.207
H -1.8909 2.1109 1.8698 -0.013 -0.122 0.004 0.213
H -2.3474 1.1634 -1.5470 0.139 -0.149 0.022 0.238
H -0.6044 1.0983 -1.8845 -0.185 -0.061 0.078 0.270
H 0.0341 -0.7392 0.3240 -0.230 0.074 -0.169 0.443
H -0.6476 -3.1666 -1.1037 -0.010 -0.009 0.183 0.237
H -1.1880 -3.1425 0.5916 0.139 -0.071 -0.114 0.208
H 0.7714 -3.7839 2.4150 -0.213 -0.020 0.154 0.226
H 3.4695 -3.8137 2.2470 0.219 -0.035 0.116 0.231
H 4.0138 -2.9010 -0.2604 0.088 0.053 -0.155 0.207
H 0.3495 3.3919 1.8650 0.005 -0.093 0.019 0.236
H 0.2523 1.6870 2.3912 -0.212 0.226 -0.030 0.232
H 2.5332 2.9407 1.0952 0.117 0.105 -0.104 0.403
H 1.8672 -0.4882 -1.2947 -0.116 -0.054 -0.040 0.230
H 2.8710 -0.2910 -3.5532 -0.046 -0.055 -0.062 0.222
H 4.8643 1.1225 -3.8874 0.037 0.004 -0.076 0.218
H 5.8663 2.3229 -1.9809 0.068 0.043 0.004 0.220
H 4.8488 2.0996 0.2817 0.176 0.092 0.046 0.228
H -3.4200 -0.9413 0.6010 0.063 -0.141 -0.016 0.223